# 1
Here is the molecule C18H19N3O2S from the OMol25 dataset. Energies are from ωB97M-V/def2-TZVPD.

Gap between HOMO and LUMO ... 0.3185 hartree
SMILES ... Cc1cc(C)cc(NC(=O)CSc2nccn2Cc2ccco2)c1
Energy ... -1410.2671 hartree
LUMO energy ... 0.0238 hartree
Highest occupied orbital energy ... -8.02 eV
Energy above the lowest of the compared OMol25 structures with the same formula, charge and spin ... 1.507 eV

Last column: Mulliken charge in e.
CARTESIAN COORDINATES (ANGSTROEM)
C -0.793 -1.299 -5.308  -1.56
C 0.021 -1.000 -4.085  0.79
C 1.197 -0.271 -4.177  -0.66
C 1.969 -0.007 -3.051  0.55
C 3.239 0.780 -3.179  -1.55
C 1.547 -0.485 -1.823  -0.86
C 0.368 -1.221 -1.714  0.68
N 0.016 -1.671 -0.439  0.05
C -1.090 -2.340 -0.054  0.81
O -2.001 -2.710 -0.764  -0.66
C -1.095 -2.628 1.449  -1.03
S -1.449 -1.143 2.447  -0.06
C 0.151 -0.472 2.607  0.36
N 1.221 -0.831 1.934  -0.54
C 2.229 -0.040 2.397  -0.90
C 1.754 0.803 3.354  -0.16
N 0.421 0.516 3.494  0.18
C -0.536 1.177 4.340  -0.85
C -1.525 1.952 3.523  0.26
C -1.378 2.669 2.373  -0.20
C -2.669 3.154 2.048  -0.53
C -3.495 2.696 3.025  -0.46
O -2.812 1.966 3.921  -0.34
C -0.392 -1.476 -2.848  -0.71
H -1.853 -1.323 -5.068  0.37
H -0.517 -2.275 -5.708  0.29
H -0.620 -0.555 -6.083  0.38
H 1.523 0.100 -5.139  0.38
H 3.960 0.236 -3.787  0.32
H 3.048 1.735 -3.666  0.35
H 3.682 0.968 -2.204  0.33
H 2.129 -0.289 -0.933  0.39
H 0.671 -1.410 0.309  0.11
H -1.905 -3.322 1.673  0.41
H -0.139 -3.025 1.788  0.39
H 3.221 -0.141 2.006  0.51
H 2.235 1.560 3.938  0.44
H 0.012 1.833 5.024  0.34
H -1.087 0.432 4.927  0.32
H -0.473 2.827 1.823  0.52
H -2.934 3.756 1.204  0.43
H -4.547 2.816 3.191  0.47
H -1.304 -2.043 -2.762  0.64


# 2
Here is a cluster of 3 separate species, C3H12N2O in total at a distorted geometry from the OMol25 dataset. Energies are from ωB97M-V/def2-TZVPD.

Multiplicity ... 2
Gap between HOMO and LUMO (alpha / beta) ... 0.3644 / 0.1643 hartree
Net charge ... +1
Energy ... -305.8236 hartree
LUMO energy (alpha / beta) ... -0.1316 / -0.3304 hartree
<S²> ... 0.7562
Highest occupied orbital energy (alpha / beta) ... -13.50 / -13.46 eV
Energy above the lowest of the compared OMol25 structures with the same formula, charge and spin ... 2.967 eV

Last column: Mulliken spin population.
CARTESIAN COORDINATES (ANGSTROEM)
C 2.039 -0.959 0.882  0.00
C 2.350 -0.323 -0.252  0.00
N 0.166 1.109 -2.131  0.01
H 1.532 -1.916 0.970  0.00
H 0.029 -0.664 0.512  -0.02
H 2.289 -0.488 1.838  0.00
H 2.524 -0.863 -1.173  0.00
H 2.372 0.767 -0.327  0.00
H 1.079 1.285 -1.767  0.00
H -0.501 0.435 -1.796  0.00
H 0.388 0.662 -3.022  0.00
N -1.607 1.034 1.103  0.79
C -1.973 -0.327 0.670  -0.04
O -0.840 -0.751 0.039  0.27
H -1.049 1.533 0.395  -0.02
H -1.101 1.016 1.994  -0.02
H -2.878 -0.217 0.073  0.02
H -2.263 -0.881 1.576  0.02


# 3
Here is a structure of composition C2H5N3O2 at a distorted geometry from the OMol25 dataset. Energies are from ωB97M-V/def2-TZVPD.

Gap between HOMO and LUMO ... 0.3444 hartree
Energy ... -393.8118 hartree
LUMO energy ... 0.0202 hartree
Highest occupied orbital energy ... -8.82 eV
Energy above the lowest of the compared OMol25 structures with the same formula, charge and spin ... 5.646 eV

Last column: Mulliken charge in e.
CARTESIAN COORDINATES (ANGSTROEM)
C -0.246 -0.295 -0.180  0.25
C 1.087 0.353 0.189  0.66
H -3.051 -0.097 -1.065  0.22
H -2.135 -1.389 0.376  0.41
H -0.571 -2.263 0.773  0.29
H -0.072 -0.728 1.885  0.28
H 2.037 2.134 -0.047  0.37
N -2.218 -0.629 -0.729  -0.43
N -1.068 0.066 -1.027  -0.29
N -0.567 -1.112 0.896  -0.65
O 1.415 1.440 -0.651  -0.53
O 1.799 0.275 1.157  -0.58


> What is the formula in the first record?

C18H19N3O2S


Copy entry 2 word for word.
Here is a cluster of 3 separate species, C3H12N2O in total at a distorted geometry from the OMol25 dataset. Energies are from ωB97M-V/def2-TZVPD.

Multiplicity ... 2
Gap between HOMO and LUMO (alpha / beta) ... 0.3644 / 0.1643 hartree
Net charge ... +1
Energy ... -305.8236 hartree
LUMO energy (alpha / beta) ... -0.1316 / -0.3304 hartree
<S²> ... 0.7562
Highest occupied orbital energy (alpha / beta) ... -13.50 / -13.46 eV
Energy above the lowest of the compared OMol25 structures with the same formula, charge and spin ... 2.967 eV

Last column: Mulliken spin population.
CARTESIAN COORDINATES (ANGSTROEM)
C 2.039 -0.959 0.882  0.00
C 2.350 -0.323 -0.252  0.00
N 0.166 1.109 -2.131  0.01
H 1.532 -1.916 0.970  0.00
H 0.029 -0.664 0.512  -0.02
H 2.289 -0.488 1.838  0.00
H 2.524 -0.863 -1.173  0.00
H 2.372 0.767 -0.327  0.00
H 1.079 1.285 -1.767  0.00
H -0.501 0.435 -1.796  0.00
H 0.388 0.662 -3.022  0.00
N -1.607 1.034 1.103  0.79
C -1.973 -0.327 0.670  -0.04
O -0.840 -0.751 0.039  0.27
H -1.049 1.533 0.395  -0.02
H -1.101 1.016 1.994  -0.02
H -2.878 -0.217 0.073  0.02
H -2.263 -0.881 1.576  0.02


> The lowest energy belongs to which entry?

C18H19N3O2S